Molecular formula: C5H8FN
Method: DFT, ωB97M-V/def2-TZVPD

Its max |F| is 5.6 eV Å⁻¹. For the total energy, the calculation gives -349.83477 Eh. The orbital gap is 10.21 eV. The value obtained for the relative energy (zero: lowest compared OMol25 entry of this formula, charge and spin) is 53.0 kcal/mol.

Each line ends with the natural charge from an NBO analysis.
Element x y z (Å)
1 C -4.06692 0.23349 0.72189  0.289
2 C 1.91563 -0.03241 -0.34762  -0.634
3 C -0.47902 0.31962 1.14631  -0.725
4 C 0.63575 -0.79535 -0.61191  -0.266
5 C -0.45193 -0.59279 0.05953  0.378
6 N -4.13377 0.18626 -0.43080  -0.730
7 F -1.60598 -1.28252 -0.07046  -0.332
8 H 2.36432 -0.11957 -1.42183  0.219
9 H 2.63727 -0.51706 0.22718  0.217
10 H 1.65827 0.94759 0.04583  0.221
11 H -0.54601 1.42669 1.04523  0.233
12 H -1.32391 0.06756 1.86531  0.251
13 H 0.35139 0.26641 1.85974  0.229
14 H 0.61529 -1.58154 -1.34004  0.206
15 H -4.08576 0.36294 -1.40705  0.443

Molecular formula: C5H8FN
Method: DFT, ωB97M-V/def2-TZVPD

Its SMILES is C[C@H]1N[C@H]1/C=C\F. Its max |F| is 1.6 eV Å⁻¹. For the total energy, the calculation gives -349.86766 Eh. The orbital gap is 10.13 eV. The value obtained for the relative energy (zero: lowest compared OMol25 entry of this formula, charge and spin) is 32.4 kcal/mol.

Each line ends with the natural charge from an NBO analysis.
Element x y z (Å)
1 C 1.11382 1.22757 -0.37272  -0.634
2 C 1.31283 -0.15542 0.22518  -0.058
3 N 0.62142 -0.52253 1.45283  -0.561
4 C 0.22873 -1.15757 0.18966  -0.134
5 C -1.09285 -0.91809 -0.44899  -0.284
6 C -2.05242 -0.05633 -0.11920  0.215
7 F -1.91450 0.81542 0.90825  -0.349
8 H 1.68119 2.03610 0.08993  0.218
9 H 1.39609 1.14645 -1.41767  0.214
10 H 0.12475 1.57861 -0.38640  0.214
11 H 2.35438 -0.51265 0.11939  0.198
12 H -0.05346 0.21789 1.56074  0.353
13 H 0.49861 -2.18533 0.14218  0.206
14 H -1.24585 -1.56250 -1.31162  0.226
15 H -2.97274 0.04835 -0.63155  0.176

Molecular formula: C5H8FN
Method: DFT, ωB97M-V/def2-TZVPD

Its SMILES is F[C@@H]1C[C@@H]2N[C@@H]2C1. Its max |F| is 4.8 eV Å⁻¹. For the total energy, the calculation gives -349.86745 Eh. The orbital gap is 10.29 eV. The value obtained for the relative energy (zero: lowest compared OMol25 entry of this formula, charge and spin) is 32.5 kcal/mol.

Each line ends with the natural charge from an NBO analysis.
Element x y z (Å)
1 F 0.46427 2.13144 0.65257  -0.359
2 C -0.51176 1.25058 0.26942  0.214
3 C -0.55403 0.09160 1.24440  -0.448
4 C 0.19600 -1.12019 0.54371  -0.094
5 N 1.56349 -0.73268 -0.00098  -0.567
6 C 0.46181 -0.69633 -0.92577  -0.092
7 C -0.19110 0.69718 -1.18674  -0.444
8 H -1.45483 1.76793 0.23081  0.162
9 H -0.11024 0.22900 2.28315  0.235
10 H -1.49806 -0.24503 1.37456  0.206
11 H -0.02227 -2.11091 0.78212  0.200
12 H 1.83341 -1.75867 -0.10596  0.339
13 H 0.64826 -1.37987 -1.75367  0.201
14 H -1.19358 0.42700 -1.63341  0.210
15 H 0.36865 1.44895 -1.77421  0.236

Molecular formula: C5H8FN
Method: DFT, ωB97M-V/def2-TZVPD

Its max |F| is 4.4 eV Å⁻¹. For the total energy, the calculation gives -349.74179 Eh. The orbital gap (alpha / beta) is 8.68 / 8.45 eV. The value obtained for the relative energy (zero: lowest compared OMol25 entry of this formula, charge and spin) is 111.4 kcal/mol.

Each line ends with the natural charge from an NBO analysis.
Element x y z (Å)
1 C -1.15798 0.07087 0.63885  -0.473
2 C -0.17535 -0.09783 1.74447  -0.328
3 C -0.55082 0.95865 -0.41176  -0.436
4 C 1.37335 -0.86161 -0.30872  -0.062
5 C 0.52831 0.12069 -1.03357  0.439
6 N 0.46011 -1.29828 -1.27900  -0.619
7 F 1.25585 0.78070 -2.01831  -0.365
8 H -1.66124 -0.72339 0.16120  0.235
9 H -2.09159 0.68007 1.06294  0.207
10 H 0.24945 0.74893 2.26269  0.177
11 H -0.19773 -0.92755 2.45936  0.187
12 H -1.13969 1.34590 -1.20579  0.224
13 H -0.09119 1.77370 0.16067  0.219
14 H 2.31342 -1.25959 -0.00675  0.217
15 H 0.88511 -1.31126 -2.22630  0.378

Molecular formula: C5H8FNO
Method: DFT, ωB97M-V/def2-TZVPD

Its SMILES is O[C@@]12CCN[C@H]1[C@@H]2F. Its max |F| is 4.8 eV Å⁻¹. For the total energy, the calculation gives -424.99115 Eh. The orbital gap is 9.84 eV. The value obtained for the relative energy (zero: lowest compared OMol25 entry of this formula, charge and spin) is 134.3 kcal/mol.

Each line ends with the natural charge from an NBO analysis.
Element x y z (Å)
1 O -0.17176 1.63849 -0.15185  -0.711
2 C 0.26583 0.48219 0.44222  0.153
3 C -0.89451 -0.16184 1.42119  -0.399
4 C -2.02483 -0.43977 0.10314  -0.255
5 N -1.09431 -0.38562 -1.14158  -0.675
6 C 0.24409 -0.56990 -0.56276  -0.151
7 C 1.49939 0.23362 -0.25288  0.243
8 F 2.43313 -0.60044 0.24560  -0.342
9 H -0.90150 1.30977 -0.79374  0.499
10 H -1.51708 0.41658 2.11641  0.224
11 H -0.62787 -1.22865 1.77048  0.221
12 H -2.77211 0.36238 -0.09995  0.189
13 H -2.68886 -1.31221 0.11124  0.196
14 H -1.45083 -1.10468 -1.82226  0.393
15 H 0.48422 -1.63336 -0.24993  0.202
16 H 2.07027 0.91976 -0.94229  0.214

Molecular formula: C5H8FNS
Method: DFT, ωB97M-V/def2-TZVPD

Its max |F| is 2.7 eV Å⁻¹. For the total energy, the calculation gives -747.98275 Eh. The orbital gap (alpha / beta) is 7.61 / 7.56 eV. The value obtained for the relative energy (zero: lowest compared OMol25 entry of this formula, charge and spin) is 77.3 kcal/mol.

Each line ends with the natural charge from an NBO analysis.
Element x y z (Å)
1 C -0.96664 1.33775 0.34288  -0.674
2 C 0.26099 0.44794 0.15584  0.268
3 C -3.00604 -0.65919 -0.24313  -0.098
4 C 1.47463 1.24991 -0.26217  -0.701
5 C 1.49252 -1.60528 0.15973  -0.460
6 N 0.24876 -0.77893 0.42041  -0.458
7 F -4.29544 -0.97023 -0.08906  -0.317
8 S -2.53543 0.89044 0.22920  0.677
9 H -0.86202 2.45780 0.30710  0.249
10 H -2.28641 -1.47626 -0.31182  0.206
11 H 1.87257 1.63949 0.67875  0.235
12 H 1.25187 2.12981 -0.96169  0.232
13 H 2.21163 0.61750 -0.74395  0.223
14 H 1.23778 -2.54301 0.73623  0.222
15 H 1.61169 -1.82798 -0.94495  0.202
16 H 2.28954 -0.90976 0.52663  0.195

Molecular formula: C5H8FO4Tl
Method: DFT, ωB97M-V/def2-TZVPD

Its max |F| is 6.3 eV Å⁻¹. For the total energy, the calculation gives -768.56987 Eh. The orbital gap is 7.87 eV. The value obtained for the relative energy (zero: lowest compared OMol25 entry of this formula, charge and spin) is 42.8 kcal/mol.

Each line ends with the natural charge from an NBO analysis.
Element x y z (Å)
1 C 1.56112 1.35418 0.60848  -0.059
2 O 1.31303 0.13727 -0.05441  -0.657
3 C 3.01509 1.44667 1.03565  -0.617
4 H 1.31186 2.20379 -0.05697  0.151
5 H 0.91397 1.44208 1.50405  0.137
6 H 3.19113 2.38847 1.57763  0.205
7 H 3.27880 0.61453 1.70548  0.207
8 H 3.67847 1.42064 0.15874  0.209
9 C -2.69230 -1.54747 -0.72316  0.970
10 O -1.57965 -2.15154 -0.89891  -0.801
11 C -0.19637 -0.37181 -0.74940  0.512
12 C -1.31009 0.05530 0.19653  -0.139
13 O -2.58193 -0.26698 -0.35879  -0.505
14 O -3.79368 -2.01359 -1.03940  -0.826
15 F -0.26885 0.42265 -1.89822  -0.368
16 H 0.33838 -1.27738 -1.06907  0.233
17 H -1.18785 -0.49614 1.13657  0.205
18 H -1.33027 1.14188 0.33432  0.225
19 Tl -3.66086 -4.50255 -1.40914  0.918

Molecular formula: C5H8FO4Yb
Method: DFT, ωB97M-V/def2-TZVPD

Its max |F| is 7.5 eV Å⁻¹. For the total energy, the calculation gives -1754.48142 Eh. The orbital gap is 8.18 eV. As for the total charge: +1.

Each line ends with the natural charge from an NBO analysis.
Element x y z (Å)
1 C 1.12874 -0.78588 -0.63217  -0.056
2 O 0.19095 -0.24805 -1.56343  -0.619
3 C 2.38475 0.05237 -0.64504  -0.634
4 H 0.62371 -0.76221 0.34226  0.188
5 H 1.33494 -1.84089 -0.86287  0.174
6 H 3.10991 -0.38645 0.05276  0.231
7 H 2.83465 0.09010 -1.64644  0.213
8 H 2.17070 1.08140 -0.32896  0.224
9 C -0.96814 0.59548 -2.93968  1.078
10 O -1.68317 -0.94402 -2.63142  -0.681
11 C -0.46915 -1.59274 -2.54973  0.377
12 C 0.19800 -1.14561 -3.85161  -0.128
13 O -0.26861 0.20796 -4.00519  -0.452
14 O -1.89077 1.39341 -2.98172  -0.596
15 F -6.37322 -0.44855 -1.39287  -0.878
16 H -0.61311 -2.64221 -2.26771  0.241
17 H 1.28750 -1.16677 -3.72759  0.224
18 H -0.10999 -1.74651 -4.71404  0.232
19 Yb -4.69270 0.09040 -2.33415  1.861

Molecular formula: C5H8IN
Method: DFT, ωB97M-V/def2-TZVPD

Its SMILES is C=C=NC.C=CI. Its max |F| is 8.3 eV Å⁻¹. For the total energy, the calculation gives -547.62716 Eh. The orbital gap is 9.64 eV. The value obtained for the relative energy (zero: lowest compared OMol25 entry of this formula, charge and spin) is 60.1 kcal/mol.

Each line ends with the natural charge from an NBO analysis.
Element x y z (Å)
1 C 0.00581 -1.43947 2.11030  -0.636
2 C 0.02313 -1.27273 0.88468  0.392
3 N 0.36985 -0.98957 -0.27685  -0.439
4 C 1.41942 -1.66199 -1.03045  -0.414
5 H 0.53501 -0.79170 2.76611  0.246
6 H -0.86284 -1.93629 2.57071  0.239
7 H 1.09875 -1.35884 -2.01942  0.212
8 H 2.30822 -1.18599 -0.77337  0.206
9 H 1.43718 -2.66936 -0.78773  0.197
10 C -1.10907 2.03853 -1.32356  -0.417
11 C -0.99229 2.07376 0.00226  -0.333
12 I -1.21029 3.94475 1.02940  0.093
13 H -0.81291 1.25257 -1.97985  0.216
14 H -1.26386 2.88977 -1.87905  0.193
15 H -0.94611 1.10656 0.70683  0.244

Molecular formula: C5H8IN2
Method: DFT, ωB97M-V/def2-TZVPD

Its max |F| is 6.9 eV Å⁻¹. For the total energy, the calculation gives -602.16230 Eh. The orbital gap is 7.78 eV. The value obtained for the relative energy (zero: lowest compared OMol25 entry of this formula, charge and spin) is 63.6 kcal/mol. As for the total charge: +1.

Each line ends with the natural charge from an NBO analysis.
Element x y z (Å)
1 C -0.86481 -1.59168 0.33096  0.357
2 C -1.36219 0.49007 0.08558  0.566
3 C 0.50185 -1.42104 -0.26289  -0.591
4 C 0.64505 0.02259 -0.54868  -0.143
5 C 1.54312 0.84401 0.31139  -0.555
6 N -1.71982 -0.69988 0.41962  -0.524
7 N -2.00061 1.57004 0.11862  -0.698
8 I 3.62218 -0.00946 0.06272  0.098
9 H -1.24565 -2.59888 0.61851  0.230
10 H 1.19110 -1.71513 0.50623  0.283
11 H 0.70495 -2.08195 -1.06201  0.290
12 H 0.58779 0.24775 -1.65064  0.256
13 H 1.51195 1.02268 1.39636  0.264
14 H 1.72779 1.87929 -0.17331  0.257
15 H -1.80741 2.53849 -0.44057  0.476
16 H -3.03526 1.50311 0.28812  0.433

Molecular formula: C5H8IN2
Method: DFT, ωB97M-V/def2-TZVPD

Its max |F| is 5.3 eV Å⁻¹. For the total energy, the calculation gives -602.08875 Eh. The orbital gap (alpha / beta) is 4.88 / 8.40 eV. The value obtained for the relative energy (zero: lowest compared OMol25 entry of this formula, charge and spin) is 109.7 kcal/mol. As for the total charge: +1.

Each line ends with the natural charge from an NBO analysis.
Element x y z (Å)
1 C 1.01853 -0.90853 -0.80992  0.195
2 C -0.28926 -2.18329 0.83954  0.620
3 C 1.18680 0.59103 -0.88553  -0.567
4 C 0.59886 1.26387 0.22279  -0.046
5 C -0.21391 2.45381 -0.09635  -0.431
6 N 0.14340 -1.41872 -0.02614  -0.407
7 N -1.37755 -2.78290 1.17880  -0.769
8 I -2.26895 1.58478 0.19846  0.057
9 H 1.66391 -1.71196 -1.29686  0.235
10 H 2.19063 0.76505 -1.00179  0.300
11 H 0.86112 1.17535 -1.88219  0.293
12 H 0.63559 0.74112 1.09682  0.203
13 H -0.26399 2.80774 -1.04383  0.225
14 H -0.20157 3.16400 0.58656  0.226
15 H -1.44082 -2.88075 2.19699  0.437
16 H -2.24279 -2.66059 0.72266  0.430

Molecular formula: C5H8IN2O
Method: DFT, ωB97M-V/def2-TZVPD

Its max |F| is 5.8 eV Å⁻¹. For the total energy, the calculation gives -677.37468 Eh. The orbital gap is 8.19 eV. The value obtained for the relative energy (zero: lowest compared OMol25 entry of this formula, charge and spin) is 65.8 kcal/mol. As for the total charge: +1.

Each line ends with the natural charge from an NBO analysis.
Element x y z (Å)
1 C 0.58133 0.41615 0.09163  0.160
2 C -0.94526 0.46703 0.14267  0.471
3 C -0.34417 -1.73389 -0.30529  0.257
4 C -1.95548 1.54283 0.33974  -0.720
5 C 2.12021 -1.77718 -0.21382  -0.387
6 N 0.78158 -1.09462 -0.10775  -0.369
7 N -1.36720 -0.75647 -0.04683  -0.502
8 O 1.26175 1.13034 1.15874  -0.676
9 I 1.86296 3.00668 0.71616  0.520
10 H 0.74232 0.79364 -0.90584  0.236
11 H -1.99371 2.17452 -0.52054  0.287
12 H -3.00095 1.25689 0.59432  0.275
13 H -1.46143 2.32151 1.09501  0.289
14 H 2.61855 -1.41263 -1.02357  0.220
15 H 2.59376 -1.38183 0.74854  0.227
16 H 1.75802 -2.83571 -0.08439  0.267
17 H -2.36472 -0.87989 0.02782  0.443